Record 1
Entry from the OMol25 dataset: C14H15P as an isolated structure at a distorted geometry (the ωB97M-V functional and the def2-TZVPD basis).

Calculated values
HOMO level ... -0.2726 Ha
ΔE to the lowest compared entry with this formula, charge and spin ... 505.00 kJ/mol
2S+1 ... 1
Frontier orbital gap ... 0.27976 Ha
F_max ... 3.9 eV/Å

Last column: Löwdin charge in e.
Geometry (Å):
C -4.07184 -1.57015 0.32837  -0.07
C -4.25688 -0.67227 -0.71845  -0.09
C -2.84337 -1.62431 1.02951  -0.06
C -3.13525 0.01907 -1.19032  -0.10
C -1.77670 -0.97602 0.47201  -0.11
C -1.85918 -0.32533 -0.72626  -0.39
C -0.46759 2.13268 -0.81898  -0.17
C 0.76799 2.26818 -0.28216  -0.32
C 1.67492 1.04411 -0.38684  -0.31
C 1.03996 -0.13530 -0.78110  -0.21
C -0.11908 -2.74629 -1.66019  -0.05
C 0.71142 -3.30459 -1.04652  0.00
C 1.22610 3.49428 0.47190  -0.05
C 2.76986 0.89359 0.71431  -0.06
P -0.41441 0.46754 -1.40655  0.88
H -4.81992 -2.30600 0.66146  0.11
H -5.20565 -0.41178 -1.26197  0.12
H -2.77629 -2.06312 1.98616  0.10
H -3.40368 0.82248 -1.95180  0.13
H -0.77693 -1.15135 0.87910  0.12
H -1.32168 2.81621 -0.93560  0.09
H -0.65896 -1.84124 -1.95084  -0.01
H -0.72358 0.69366 -2.68206  0.03
H 1.45324 -3.91588 -0.64894  0.01
H 0.88357 4.33558 -0.14494  0.09
H 2.27453 3.56850 0.54121  0.04
H 0.85322 3.49481 1.51599  0.10
H 2.28362 0.70715 1.61561  0.06
H 3.10882 1.90215 0.81616  0.03
H 3.63187 0.26171 0.48346  0.08

Cartesian forces (eV/Å) of the 3 atoms listed first:
-0.101 -0.829 0.963
0.015 0.518 -0.596
-1.644 1.036 -1.492



Record 2
Entry from the OMol25 dataset: a 2-piece molecular cluster, C14H16 overall at a distorted geometry (the ωB97M-V functional and the def2-TZVPD basis).

Calculated values
Charge ... -1
HOMO level (spin up / spin down) ... 0.0221 / -0.1303 Ha
ΔE to the lowest compared entry with this formula, charge and spin ... 19.24 kJ/mol
2S+1 ... 2
Frontier orbital gap (spin up / spin down) ... 0.09783 / 0.24984 Ha
Expectation value of S² ... 0.761
F_max ... 1.6 eV/Å

Last column: Mulliken spin population.
Geometry (Å):
C 2.09788 2.84616 -1.23056  -0.02
C 2.13074 0.99740 2.13892  0.19
C 2.52257 1.47979 0.82923  0.31
C 0.90043 1.38163 2.64413  -0.09
C 1.65881 2.31040 0.10102  -0.16
C -0.00582 2.15247 1.89358  0.33
C 0.37976 2.56071 0.57100  0.16
H 2.89114 0.63159 2.82167  0.05
H 3.41944 1.09313 0.35843  0.07
H 0.69791 1.22190 3.70489  -0.01
H -0.92533 2.41237 2.40852  0.07
H 3.03653 3.40601 -1.13915  -0.01
H 1.40871 3.56099 -1.68610  0.02
H -0.29279 3.16705 -0.03825  0.05
H 2.31577 2.01636 -1.91072  0.01
C -1.23984 -4.25972 -1.68604  -0.01
C -0.28556 -0.91103 -0.17686  -0.04
C -0.20882 -2.16932 -0.74950  -0.02
C -1.49616 -0.22800 -0.27487  -0.01
C -1.35986 -2.83573 -1.19577  0.01
C -2.64078 -0.83722 -0.74868  0.00
C -2.51723 -2.09555 -1.34114  0.00
H 0.58954 -0.36616 0.16369  0.05
H 0.74548 -2.67090 -0.90661  0.01
H -1.53149 0.79016 0.07750  0.04
H -3.57659 -0.30793 -0.66905  0.00
H -2.22751 -4.72059 -1.73653  0.00
H -0.68181 -4.83614 -0.95324  0.00
H -3.39668 -2.54668 -1.80090  0.00
H -0.67574 -4.30813 -2.61795  0.00

Cartesian forces (eV/Å) of the 3 atoms listed first:
0.492 0.156 -0.140
-0.132 0.597 0.071
0.211 -0.335 0.013



Record 3
Entry from the OMol25 dataset: a 2-piece molecular cluster, C14H16 overall (the ωB97M-V functional and the def2-TZVPD basis).

Calculated values
HOMO level ... -0.3237 Ha
ΔE to the lowest compared entry with this formula, charge and spin ... 25.42 kJ/mol
SMILES ... Cc1ccccc1.Cc1ccccc1
2S+1 ... 1
Frontier orbital gap ... 0.35848 Ha
F_max ... 1.0 eV/Å

Last column: Löwdin charge in e.
Geometry (Å):
C 1.16403 1.43071 3.47373  -0.05
C 0.15156 2.74235 1.55173  -0.05
C 0.09205 1.68824 2.45314  -0.28
C -0.94709 3.06554 0.75353  -0.09
C -2.11549 2.32994 0.83285  -0.11
C -1.04218 0.87798 2.44200  -0.07
C -2.13805 1.21865 1.66728  -0.11
H 1.08430 3.28067 1.42199  0.11
H -0.85090 3.91884 0.08931  0.10
H 1.02737 0.47596 3.97284  0.07
H 1.17011 2.22178 4.22706  0.08
H -3.00249 2.65870 0.31126  0.10
H -1.02713 -0.02277 3.04124  0.11
H -3.02972 0.60557 1.73919  0.11
H 2.16807 1.40355 3.03383  0.08
C 1.50736 -3.42072 -3.28075  -0.06
C -0.59701 -0.45343 -1.00323  -0.09
C -0.28088 -1.66524 -0.39957  -0.08
C -0.01996 -0.11114 -2.22113  -0.08
C 0.43028 -2.61601 -1.12485  -0.06
C 0.67609 -1.08461 -2.92878  -0.06
C 0.82769 -2.38422 -2.43654  -0.29
H -1.17606 0.26694 -0.44246  0.07
H -0.55666 -1.79983 0.64123  0.10
H -0.15178 0.89567 -2.60306  0.10
H 0.55242 -3.61730 -0.72508  0.11
H 0.97917 -0.87452 -3.95027  0.11
H 0.89696 -3.70527 -4.13849  0.08
H 1.77093 -4.31059 -2.71445  0.07
H 2.43699 -3.01544 -3.68354  0.08

Cartesian forces (eV/Å) of the 3 atoms listed first:
0.605 0.052 -0.306
-0.067 -0.071 -0.311
-0.126 -0.320 0.105



Record 4
Entry from the OMol25 dataset: a 2-piece molecular cluster, C14H16 overall at a distorted geometry (the ωB97M-V functional and the def2-TZVPD basis).

Calculated values
HOMO level ... -0.3186 Ha
ΔE to the lowest compared entry with this formula, charge and spin ... 282.84 kJ/mol
SMILES ... Cc1ccccc1.Cc1ccccc1
2S+1 ... 1
Frontier orbital gap ... 0.35227 Ha
F_max ... 6.1 eV/Å

Last column: Löwdin charge in e.
Geometry (Å):
C -1.93546 2.59747 -2.53469  -0.08
C 1.53131 0.86163 -2.78194  -0.05
C 0.36548 1.70351 -3.06919  -0.04
C 1.23780 -0.11707 -1.89991  -0.13
C -0.82728 1.60695 -2.35238  -0.29
C 0.13107 -0.14514 -1.08859  -0.12
C -0.96511 0.62469 -1.30192  -0.04
H 2.36878 1.14461 -3.37396  0.09
H 0.57459 2.45234 -3.79967  0.09
H 1.84818 -0.91558 -1.53966  0.10
H -0.03446 -0.97417 -0.32831  0.12
H -1.73597 3.27035 -3.45869  0.10
H -1.89841 3.54527 -1.91971  0.09
H -1.87447 0.50087 -0.72909  0.11
H -2.82221 1.94421 -2.57669  0.08
C 1.92404 0.10581 2.29688  -0.11
C -0.53263 -0.36124 2.54145  -0.04
C 0.83805 -0.75447 2.27529  -0.32
C -1.57614 -1.24150 2.42144  -0.14
C -1.34437 -2.52147 2.01816  -0.11
C 1.17109 -2.13825 2.03481  -0.03
C 0.00382 -2.92348 1.87488  -0.10
H -0.59890 0.67497 2.82196  0.10
H -2.55667 -0.88563 2.69074  0.10
H 2.12842 0.52787 1.29392  0.09
H 2.90400 -0.25856 2.65512  0.10
H -2.29692 -3.07543 1.81082  0.12
H 2.16613 -2.58372 2.15100  0.11
H 0.12105 -3.80419 1.20652  0.10
H 1.68518 1.13935 2.66143  0.10

Cartesian forces (eV/Å) of the 3 atoms listed first:
0.822 1.931 -1.890
-3.974 1.992 -1.093
1.586 -1.247 1.491